{"formula": "C32H49NO9", "method": "ωB97M-V/def2-TZVPD", "elements": ["C", "C", "C", "C", "C", "C", "C", "C", "C", "C", "C", "C", "N", "O", "C", "O", "O", "C", "C", "O", "C", "C", "O", "C", "C", "C", "C", "C", "C", "C", "H", "H", "H", "H", "H", "H", "H", "H", "H", "H", "H", "H", "H", "H", "H", "H", "H", "H", "H", "H", "H", "H", "H", "H", "H", "H", "H", "H", "H", "H", "H", "H", "H", "H", "H", "H", "H", "O", "C", "C", "C", "C", "O", "H", "H", "H", "H", "H", "H", "O", "C", "C", "C", "C", "O", "H", "H", "H", "H", "H", "H"], "positions_angstrom": [[1.12432, -2.83685, 4.80035], [-0.23981, -3.27579, 4.03294], [-0.14767, -4.70388, 3.30022], [-0.88278, -4.73219, 1.84313], [0.01869, -5.41761, 0.69302], [-0.25985, -4.86044, -0.78777], [1.06910, -4.84094, -1.74177], [1.20462, -3.39472, -2.49380], [2.48115, -2.60762, -1.93896], [2.30111, -1.04469, -1.66628], [0.97009, -0.66064, -0.82146], [-0.04584, -0.21429, -2.01300], [-1.44870, -0.73573, -1.81311], [0.55235, -1.73241, 0.07647], [1.59164, -1.78101, 1.09796], [1.91181, -2.82132, 1.69060], [2.14948, -0.45700, 1.17424], [1.31700, 0.41380, 0.31195], [2.32336, 1.61810, -0.00176], [2.22350, 2.08215, -1.40181], [2.91936, 3.31718, -1.56715], [2.02907, 4.63958, -1.84298], [4.18141, 3.34362, -1.52575], [0.20180, 0.89333, 1.36359], [-1.22398, 1.25262, 0.69382], [-2.40827, 0.25261, 0.97362], [-3.78277, 0.48952, 0.30907], [-4.00254, 1.71403, -0.63736], [-2.83736, 2.73235, -0.87217], [-1.42916, 2.52192, -0.20855], [2.00049, -3.44137, 4.34614], [1.07365, -2.95192, 5.93244], [1.34317, -1.74023, 4.50387], [-0.45462, -2.47009, 3.22963], [-1.07736, -3.21486, 4.82436], [-0.59133, -5.48015, 4.02344], [0.97468, -4.93020, 3.14912], [-1.83383, -5.37473, 2.00681], [-1.26595, -3.68525, 1.57681], [-0.27895, -6.53744, 0.68704], [1.10971, -5.33432, 1.03760], [-1.07217, -5.54128, -1.25502], [-0.73904, -3.82980, -0.67834], [1.97216, -5.08789, -1.09166], [0.85954, -5.64573, -2.54288], [0.19683, -2.88647, -2.34001], [1.32259, -3.55943, -3.62911], [3.35977, -2.76913, -2.66358], [2.77632, -3.10155, -0.93576], [2.36785, -0.49089, -2.67875], [3.25121, -0.69204, -1.09888], [-0.00891, 0.94002, -2.00207], [0.27095, -0.63927, -3.03943], [-2.03827, 0.12140, -1.83564], [-1.73645, -1.35680, -2.58020], [2.16588, 2.54676, 0.64403], [3.40780, 1.26503, 0.19820], [0.93020, 4.39628, -1.62309], [2.34402, 5.43070, -1.07214], [2.15387, 5.02327, -2.92318], [-0.03126, 0.11518, 2.17270], [0.59790, 1.81670, 1.93836], [-2.20569, -0.64200, 1.64580], [-4.59823, -0.28080, 0.50104], [-5.02758, 1.81623, -1.12786], [-3.06051, 3.60265, -1.58123], [-0.57804, 3.26852, -0.39089], [8.44921, 8.56759, -2.37428], [7.59646, 7.79642, -2.01745], [6.44574, 8.12086, -1.10354], [5.96206, 6.74414, -0.70024], [6.32914, 5.90472, -1.90126], [7.52025, 6.50147, -2.42831], [5.68758, 8.67044, -1.66655], [6.77974, 8.69839, -0.24174], [4.89863, 6.70606, -0.45736], [6.52058, 6.40131, 0.17660], [5.55625, 5.92593, -2.67528], [6.52730, 4.86725, -1.62879], [-6.64324, 0.69414, -0.31665], [-7.31630, -0.19104, 0.14763], [-8.32375, -0.04012, 1.25436], [-8.54919, -1.47627, 1.67671], [-8.28926, -2.23651, 0.39746], [-7.29411, -1.47582, -0.29734], [-9.23188, 0.41324, 0.85001], [-7.92337, 0.56112, 2.07051], [-9.54073, -1.66087, 2.09343], [-7.80843, -1.75715, 2.43216], [-9.17989, -2.30479, -0.23424], [-7.91432, -3.24331, 0.58920]], "lowdin_charge": [-0.133, -0.259, -0.210, -0.200, -0.213, -0.198, -0.168, -0.185, -0.172, -0.115, -0.284, -0.153, 0.009, 0.020, -0.347, 0.123, 0.004, -0.265, -0.057, -0.091, -0.382, 0.013, 0.061, -0.060, -0.142, -0.015, -0.053, -0.060, -0.064, -0.030, 0.069, 0.065, 0.068, 0.077, 0.103, 0.107, 0.093, 0.105, 0.094, 0.112, 0.094, 0.111, 0.085, 0.100, 0.104, 0.079, 0.110, 0.123, 0.108, 0.128, 0.131, 0.120, 0.124, 0.045, 0.069, 0.140, 0.155, 0.065, 0.091, 0.104, 0.121, 0.132, 0.093, 0.079, 0.074, 0.083, 0.073, 0.115, -0.481, -0.085, -0.166, -0.173, 0.031, 0.133, 0.128, 0.109, 0.123, 0.125, 0.120, 0.078, -0.465, -0.076, -0.164, -0.161, 0.034, 0.136, 0.132, 0.120, 0.123, 0.129, 0.129], "homo_lumo_gap_ev": 8.8, "molar_mass_da": 591.7, "e_lumo_ev": 0.305}

***

{"formula": "C3H7IN", "method": "ωB97M-V/def2-TZVPD", "elements": ["C", "C", "C", "N", "I", "H", "H", "H", "H", "H", "H", "H"], "positions_angstrom": [[0.20604, -0.23735, -0.65160], [1.86811, 0.39631, 0.64781], [-0.98199, -0.66496, 0.08710], [0.88238, 1.00209, -0.28034], [3.76602, -0.06946, -0.01677], [0.63748, -0.81149, -1.45394], [1.49600, -0.01606, 1.56651], [-1.09691, -0.12225, 1.02157], [-0.97113, -1.73580, 0.28124], [-1.87732, -0.48722, -0.51909], [1.36721, 1.46065, -1.06443], [0.25962, 1.68307, 0.18146]], "lowdin_charge": [-0.136, -0.625, -0.064, -0.004, 1.002, 0.124, 0.053, 0.090, 0.101, 0.103, 0.165, 0.192], "homo_lumo_gap_ev": [8.4, 8.5], "spin_multiplicity": 3, "molar_mass_da": 184.0, "s2": 2.011, "e_lumo_ev": [-3.776, -6.096], "e_above_lowest_kcal_mol": 0.0, "total_charge": 1}

***

{"formula": "C4H6N2O", "method": "ωB97M-V/def2-TZVPD", "elements": ["N", "N", "O", "C", "C", "C", "C", "H", "H", "H", "H", "H", "H"], "positions_angstrom": [[0.34932, -0.41700, 1.70676], [0.58371, 0.45262, 2.35564], [0.90873, 1.38694, 2.96943], [1.19429, -0.99760, -0.90256], [0.05764, -0.31140, -0.72300], [-0.54666, 0.95834, -0.74891], [-1.34902, -0.30914, -0.31950], [1.33589, -2.04744, -0.99444], [2.10200, -0.56093, -1.26809], [-0.96624, 1.31304, -1.65571], [-0.10416, 1.65482, -0.08425], [-1.45696, -0.69287, 0.70448], [-2.10854, -0.42937, -1.03985]], "lowdin_charge": [0.247, -0.249, 0.104, 0.043, -0.403, -0.099, -0.081, 0.043, 0.046, 0.099, 0.086, 0.081, 0.082], "homo_lumo_gap_ev": 10.2, "molar_mass_da": 98.1, "e_lumo_ev": 1.052, "e_above_lowest_kcal_mol": 126.9}

***

{"formula": "C6H10NOPS", "method": "ωB97M-V/def2-TZVPD", "elements": ["C", "C", "P", "C", "N", "C", "O", "C", "C", "S", "H", "H", "H", "H", "H", "H", "H", "H", "H", "H"], "positions_angstrom": [[3.01729, 0.01250, 0.24223], [2.23008, 0.18158, -1.13807], [1.01502, -1.17889, -1.55347], [-0.52468, -0.54537, -0.81601], [-0.82449, 0.72266, -0.89580], [-2.18404, 0.96892, -0.60970], [-2.63895, 2.08542, -0.66743], [-2.99900, -0.36290, -0.33715], [-4.03266, -0.29207, 0.73256], [-1.78466, -1.68995, -0.22082], [2.57215, 0.19040, 1.21170], [3.30419, -1.00210, 0.21973], [3.87886, 0.67681, 0.18832], [3.01865, 0.23424, -1.91373], [1.71904, 1.19585, -1.09732], [1.36802, -2.03860, -0.58707], [-3.56382, -0.58657, -1.23265], [-3.69844, 0.39803, 1.48995], [-4.34568, -1.28530, 1.17240], [-5.01365, 0.03484, 0.41893]], "lowdin_charge": [-0.151, -0.446, 0.925, -0.801, 0.052, -0.463, 0.100, -0.563, -0.124, 0.918, 0.063, 0.025, 0.061, 0.060, 0.078, -0.089, 0.104, 0.080, 0.095, 0.077], "homo_lumo_gap_ev": 9.5, "molar_mass_da": 175.2, "e_lumo_ev": -0.025, "e_above_lowest_kcal_mol": 15.4}

***

{"formula": "C18H25F4NO18", "method": "ωB97M-V/def2-TZVPD", "elements": ["N", "H", "H", "H", "H", "C", "C", "O", "O", "H", "H", "H", "C", "C", "O", "O", "H", "H", "H", "C", "C", "O", "O", "H", "H", "H", "C", "C", "O", "C", "O", "O", "F", "H", "H", "H", "C", "C", "O", "C", "O", "O", "F", "H", "H", "H", "C", "C", "O", "C", "O", "O", "F", "H", "H", "H", "C", "C", "O", "C", "O", "O", "F", "H", "H", "H"], "positions_angstrom": [[6.47086, 17.77634, 17.57779], [6.84000, 17.21706, 18.33982], [6.04078, 18.61443, 17.96916], [5.76157, 17.22921, 17.04850], [7.21668, 18.23022, 17.02403], [10.15263, 19.87079, 15.37358], [9.04806, 18.82718, 15.36263], [9.31555, 17.61384, 15.39571], [7.88509, 19.30885, 15.53944], [10.05705, 20.48257, 14.47190], [11.13252, 19.39461, 15.46613], [10.13499, 20.63383, 16.15565], [7.77327, 12.82116, 19.51604], [7.82179, 14.09612, 18.70075], [6.81677, 14.41535, 18.02401], [8.84224, 14.85671, 18.73757], [6.81446, 12.51556, 19.93543], [8.41962, 12.86298, 20.39844], [8.17828, 12.02174, 18.89108], [2.20324, 17.09816, 15.00510], [3.71860, 16.87182, 15.02580], [4.25485, 16.92260, 16.16998], [4.34694, 16.72120, 13.96174], [1.79927, 16.67453, 15.92729], [1.68342, 16.81945, 14.09272], [2.12956, 18.16941, 15.21834], [3.64675, 15.29204, 20.24712], [3.16390, 15.81068, 21.56116], [3.46706, 17.19057, 21.54352], [4.26091, 17.45586, 20.46100], [4.74455, 18.48782, 20.06612], [4.58408, 16.30491, 19.90210], [3.92092, 15.23476, 22.55153], [2.78277, 15.42997, 19.59088], [4.04939, 14.28788, 20.30146], [2.11564, 15.66981, 21.82363], [8.74565, 15.78400, 22.16026], [7.25652, 15.82597, 21.90258], [6.72061, 16.99139, 22.43422], [7.71148, 17.59242, 23.13958], [7.60951, 18.54311, 23.83838], [8.96250, 17.02209, 22.85810], [6.67788, 14.74402, 22.50816], [9.17829, 15.96977, 21.17728], [9.09593, 14.88232, 22.65482], [7.20186, 15.76551, 20.81242], [1.60705, 21.14835, 18.08063], [2.29654, 20.73843, 16.74635], [3.59118, 20.45566, 17.22875], [3.87060, 21.12887, 18.32108], [4.95283, 21.23801, 18.80651], [2.69940, 21.46738, 18.93875], [2.36415, 21.79411, 15.91052], [1.01085, 20.40287, 18.60398], [1.07572, 22.09009, 17.93340], [1.81070, 19.88103, 16.28850], [10.33214, 17.90726, 18.38071], [11.04120, 17.67721, 19.72376], [10.44839, 18.65123, 20.55934], [9.21540, 18.86867, 20.09826], [8.38925, 19.56611, 20.62929], [9.07899, 18.40096, 18.87771], [12.38460, 17.77542, 19.60550], [10.19816, 16.95459, 17.87271], [10.86885, 18.63713, 17.77599], [10.84181, 16.65064, 20.04573]], "lowdin_charge": [0.310, 0.097, 0.105, 0.083, 0.080, -0.070, -0.778, -0.055, -0.112, 0.058, 0.052, 0.058, -0.054, -0.781, -0.063, -0.106, 0.054, 0.050, 0.064, -0.046, -0.760, -0.104, -0.054, 0.053, 0.056, 0.030, -0.034, -0.306, 0.130, -0.533, 0.172, 0.076, 0.042, 0.147, 0.151, 0.161, -0.049, -0.325, 0.154, -0.512, 0.172, 0.041, 0.051, 0.102, 0.142, 0.156, -0.057, -0.277, 0.153, -0.577, 0.180, 0.048, 0.079, 0.132, 0.127, 0.144, -0.021, -0.308, 0.142, -0.594, 0.162, 0.081, 0.065, 0.128, 0.129, 0.153], "homo_lumo_gap_ev": 6.5, "molar_mass_da": 619.4, "e_lumo_ev": 3.940, "e_above_lowest_kcal_mol": 49.8, "total_charge": -2}

***

{"formula": "C8H13N2O", "method": "ωB97M-V/def2-TZVPD", "elements": ["C", "C", "C", "C", "C", "C", "C", "C", "N", "N", "O", "H", "H", "H", "H", "H", "H", "H", "H", "H", "H", "H", "H", "H"], "positions_angstrom": [[2.16903, 0.71129, -1.04975], [3.30298, -0.09697, -0.88928], [1.46739, 0.54686, 0.14955], [-1.55964, 2.63106, 0.53808], [-0.54824, 1.97508, -0.06083], [-0.40722, -2.23551, 0.69390], [-2.17654, -0.89121, -0.31968], [0.22515, 1.00940, 0.62133], [3.28503, -0.68287, 0.28470], [-0.77322, -1.20278, -0.24008], [2.18385, -0.30727, 0.92465], [1.90124, 1.30665, -1.89564], [4.11067, -0.28046, -1.56887], [-2.10668, 3.41190, 0.03310], [-1.83833, 2.42019, 1.55592], [-0.27385, 2.21637, -1.07867], [-0.87281, -2.03756, 1.65664], [-0.73667, -3.22373, 0.35498], [0.67541, -2.26508, 0.81376], [-2.54745, -0.64342, 0.67534], [-2.33489, -0.03601, -0.97956], [-2.76774, -1.73223, -0.69949], [-0.04278, 0.71881, 1.62707], [-0.33467, -1.31250, -1.14716]], "lowdin_charge": [0.065, -0.071, -0.269, 0.155, -0.132, -0.089, -0.105, 0.082, 0.115, -0.152, 0.010, 0.122, 0.130, 0.093, 0.091, 0.124, 0.095, 0.100, 0.079, 0.092, 0.082, 0.098, 0.152, 0.135], "homo_lumo_gap_ev": [6.6, 6.6], "molar_mass_da": 153.2, "e_lumo_ev": [-6.292, -6.293], "e_above_lowest_kcal_mol": 90.6, "total_charge": 1}

***

> Which formula does entry 6 have?

C8H13N2O

***

> What is the formula in the second record?

C3H7IN

***

> Which formula does entry 4 have?

C6H10NOPS